1.
Density functional theory data (ωB97M-V with the def2-TZVPD basis set) for C3H8N2O in the gas phase in a non-equilibrium geometry.

E_LUMO: 0.0411 hartree
multiplicity: 1
highest occupied orbital energy: -9.02 eV
structure (SMILES): CN1COCN1
energy above the lowest of the compared OMol25 structures with the same formula, charge and spin: 84.2 kcal/mol

Last column: Mulliken charge in e.
Atoms and positions in Å:
1 C 0.6810 -1.0448 -1.1531  -0.35
2 C 0.9302 1.0928 -0.3458  -0.17
3 C -1.0267 0.0773 1.1145  -0.75
4 N -0.6248 -0.5029 -1.1306  -0.32
5 N -0.5790 0.5881 -0.2119  -0.16
6 O 1.5647 0.1177 -1.1092  -0.38
7 H 0.8722 -1.6291 -0.1280  0.19
8 H 0.9032 -1.6330 -1.8955  0.42
9 H 1.0383 2.0608 -0.9024  0.20
10 H 1.3624 1.2068 0.7385  0.21
11 H -1.1451 -0.9773 0.9332  0.32
12 H -0.2012 0.2838 1.8084  0.28
13 H -1.8606 0.5980 1.4324  0.28
14 H -1.0553 -0.2588 -1.9573  0.23



2.
Density functional theory data (ωB97M-V with the def2-TZVPD basis set) for a molecular structure, C38H30N5O5PTi in a non-equilibrium geometry.

E_LUMO (spin up / spin down): -0.0244 / -0.0311 hartree
multiplicity: 3
highest occupied orbital energy (spin up / spin down): -5.62 / -7.57 eV
energy above the lowest of the compared OMol25 structures with the same formula, charge and spin: 4.6 kcal/mol

Last column: Mulliken charge in e.
Atoms and positions in Å:
1 Ti 0.5914 -0.9585 0.0987  -0.18
2 O 3.7434 -4.6468 -2.6163  -0.69
3 C 2.5202 -4.8274 -3.1392  0.36
4 C 2.3893 -5.7468 -4.1798  -0.69
5 C 1.1593 -5.9722 -4.7649  -0.30
6 C 0.0290 -5.2866 -4.3257  -1.00
7 C 0.1514 -4.3800 -3.2919  -0.34
8 C 1.3831 -4.1364 -2.6803  0.25
9 C 1.4602 -3.1657 -1.5778  0.96
10 O 0.3570 -2.6170 -1.1400  -0.90
11 N 2.6094 -2.8751 -1.0310  -1.42
12 N 2.3906 -1.9904 -0.0115  1.19
13 C 3.4255 -1.5694 0.6914  -0.72
14 C 3.0929 -0.7852 1.8117  0.84
15 C 4.0290 -0.2855 2.7427  -1.24
16 C 3.5835 0.2727 3.9082  -0.40
17 C 2.1976 0.3358 4.1543  -1.07
18 C 1.3452 -0.0831 3.1659  -0.08
19 N 1.7453 -0.5852 1.9865  0.75
20 H 3.6789 -3.9489 -1.9187  0.60
21 H 3.2791 -6.2684 -4.5116  0.43
22 H 1.0796 -6.6884 -5.5749  0.36
23 H -0.9334 -5.4614 -4.7897  0.41
24 H -0.7086 -3.8298 -2.9313  0.40
25 H 4.4384 -1.8521 0.4412  0.38
26 H 5.0863 -0.3864 2.5294  0.46
27 H 4.2860 0.6476 4.6422  0.42
28 H 1.8009 0.7364 5.0766  0.48
29 H 0.2742 -0.0049 3.3065  0.31
30 O -0.5370 -3.0808 1.4201  -0.66
31 N -0.9086 -1.7377 1.3241  0.66
32 C -1.8429 -1.4548 2.1530  -1.34
33 C -2.5098 -0.1664 2.4211  0.91
34 C -3.6515 -0.3059 3.2233  -1.08
35 C -4.4469 0.7745 3.5530  -0.90
36 C -4.1146 2.0353 3.0793  -0.85
37 C -2.9821 2.1936 2.2982  -0.45
38 C -2.1545 1.1193 1.9680  0.34
39 P -0.6723 1.4179 0.9419  2.82
40 C -1.3311 2.5026 -0.3715  0.55
41 C -0.4916 3.4097 -1.0159  -0.41
42 C -0.9385 4.1152 -2.1250  -0.68
43 C -2.2258 3.9269 -2.6019  -0.63
44 C -3.0676 3.0222 -1.9690  -0.79
45 C -2.6222 2.3094 -0.8674  -0.67
46 C 0.4267 2.5103 1.9090  0.10
47 C 0.0482 3.2351 3.0362  -0.60
48 C 0.9836 3.9960 3.7238  -0.80
49 C 2.3019 4.0366 3.2942  -0.73
50 C 2.6880 3.3073 2.1791  -0.99
51 C 1.7609 2.5382 1.4931  0.03
52 H -0.2678 -3.3213 0.5090  0.50
53 H -2.2178 -2.2959 2.7297  0.37
54 H -3.9183 -1.2944 3.5820  0.42
55 H -5.3250 0.6295 4.1698  0.41
56 H -4.7320 2.8928 3.3167  0.44
57 H -2.7314 3.1761 1.9176  0.63
58 H 0.5230 3.5607 -0.6730  0.35
59 H -0.2648 4.8040 -2.6204  0.43
60 H -2.5731 4.4772 -3.4679  0.40
61 H -4.0738 2.8628 -2.3384  0.41
62 H -3.2865 1.5957 -0.3941  0.39
63 H -0.9671 3.2005 3.4018  0.36
64 H 0.6800 4.5526 4.6028  0.43
65 H 3.0308 4.6266 3.8367  0.41
66 H 3.7195 3.3171 1.8485  0.44
67 H 2.0757 1.9318 0.6503  0.31
68 O 1.6901 1.6806 -2.9033  -0.77
69 C 1.1102 0.9201 -2.1540  -0.01
70 O 1.5285 0.4722 -1.0218  -0.40
71 C -0.2728 0.4194 -2.5107  0.92
72 C -0.8837 0.7239 -3.7161  -1.04
73 C -2.1427 0.2089 -3.9632  -0.60
74 C -2.7485 -0.5898 -3.0011  -1.09
75 C -2.0681 -0.8408 -1.8255  -0.66
76 N -0.8586 -0.3368 -1.5823  1.47
77 H -0.3529 1.3480 -4.4220  0.60
78 H -2.6493 0.4207 -4.8968  0.45
79 H -3.7284 -1.0188 -3.1596  0.53
80 H -2.4921 -1.4691 -1.0518  0.50



3.
Density functional theory data (ωB97M-V with the def2-TZVPD basis set) for C5H4O in the gas phase in a non-equilibrium geometry.

E_LUMO: 0.0251 hartree
multiplicity: 1
highest occupied orbital energy: -10.01 eV
structure (SMILES): C#CC(O)C#C
energy above the lowest of the compared OMol25 structures with the same formula, charge and spin: 78.9 kcal/mol

Last column: Mulliken charge in e.
Atoms and positions in Å:
1 C -0.4292 -0.2354 -0.1940  0.59
2 C 0.9486 -0.6580 -0.4947  -0.60
3 C 1.8986 -1.3620 -0.7254  -0.18
4 C -0.3665 0.8005 0.8467  -0.62
5 C -0.4794 1.6418 1.7091  -0.04
6 H -1.3315 0.5914 -1.7719  0.35
7 H -0.7277 -1.1154 0.4718  0.10
8 H 2.6084 -2.0210 -1.0718  0.46
9 H -0.6935 2.4891 2.3560  0.41
10 O -1.4278 -0.1309 -1.1258  -0.48



4.
Density functional theory data (ωB97M-V with the def2-TZVPD basis set) for a molecular structure, C21H63BaO11 in a non-equilibrium geometry.

E_LUMO: -0.0868 hartree
multiplicity: 1
net charge: +1
highest occupied orbital energy: -11.90 eV

Last column: Mulliken charge in e.
Atoms and positions in Å:
1 Ba 1.5051 1.6798 1.5298  1.73
2 C 0.3468 -0.4599 -1.1200  -0.71
3 O 1.0805 0.5811 -0.5023  -0.58
4 H 0.8154 -0.7219 -2.0899  0.26
5 H 0.3433 -1.3165 -0.4381  0.16
6 H -0.7037 -0.1813 -1.2963  -0.03
7 C 1.5653 -4.2220 -0.2393  -1.20
8 C 0.5720 -3.9110 -1.3751  -0.24
9 O -0.6145 -3.3933 -0.8022  -0.58
10 H 1.6378 -3.3728 0.4145  0.06
11 H 2.4834 -4.3281 -0.7983  0.47
12 H 1.1976 -5.1383 0.1992  0.32
13 H 0.3978 -4.8605 -1.8674  0.52
14 H 1.0232 -3.1615 -2.0172  0.23
15 H -1.0645 -2.9319 -1.4944  0.39
16 C -2.3996 -4.2169 2.7767  -1.28
17 C -0.9211 -3.8262 2.5825  -0.12
18 O -0.7111 -2.6597 1.8060  0.21
19 H -2.7445 -4.4957 1.7945  0.29
20 H -2.9672 -3.4058 3.2502  0.20
21 H -2.3739 -5.0838 3.4060  0.46
22 H -0.4050 -4.6173 2.0234  0.24
23 H -0.3343 -3.6745 3.4901  0.37
24 H -0.5701 -2.9299 0.8922  -0.18
25 C -3.2340 2.5003 -1.0967  -0.38
26 C -3.1282 3.8160 -1.9294  -0.38
27 O -3.9585 4.8361 -1.4668  -0.55
28 H -4.1609 1.9995 -1.3774  0.52
29 H -3.2455 2.7572 -0.0620  0.31
30 H -2.3565 1.9058 -1.3322  -0.13
31 H -3.2204 3.6854 -3.0309  0.30
32 H -2.0927 4.2209 -1.8433  -0.03
33 H -4.8563 4.5422 -1.6789  0.34
34 C -3.2928 -0.9080 -3.3191  -0.60
35 C -2.5670 -2.0457 -4.0455  -0.47
36 O -1.5252 -2.6033 -3.1705  -0.54
37 H -2.5933 -0.0712 -3.1031  -0.07
38 H -3.7556 -1.2319 -2.3829  0.15
39 H -4.0850 -0.5242 -3.9212  0.51
40 H -2.0831 -1.6737 -4.9599  0.27
41 H -3.2355 -2.8447 -4.3395  0.42
42 H -1.4100 -3.5316 -3.4005  0.22
43 C 0.0515 1.7595 -3.6212  -0.69
44 C 0.3781 3.0716 -2.8432  -0.48
45 O 0.1800 2.9591 -1.4375  -0.75
46 H 0.7652 0.9530 -3.4176  0.12
47 H 0.2093 2.1178 -4.6594  0.48
48 H -0.9658 1.3891 -3.5107  -0.10
49 H -0.1886 3.9424 -3.2368  0.45
50 H 1.4248 3.3382 -3.0161  0.32
51 H 0.4965 2.0293 -1.1579  0.28
52 C -3.9854 -0.9765 0.6452  -0.63
53 C -3.6583 -0.4424 2.0582  -0.43
54 O -2.2475 -0.4680 2.2412  -0.28
55 H -3.8658 -2.0761 0.5818  0.28
56 H -3.3673 -0.4475 -0.1223  -0.16
57 H -5.0021 -0.7755 0.3478  0.51
58 H -4.1333 -1.1329 2.7946  0.22
59 H -4.0321 0.5417 2.2926  0.38
60 H -1.9200 -1.3717 2.0704  0.13
61 C 0.1083 -0.8407 5.2522  -1.10
62 C 1.2986 -0.8511 4.3742  -0.60
63 O 0.9769 -0.4466 2.9949  0.25
64 H 0.4162 -1.0014 6.2833  0.40
65 H -0.6323 -1.6226 4.9885  0.20
66 H -0.3958 0.0896 5.0723  0.26
67 H 1.8237 -1.8037 4.3559  0.35
68 H 2.0566 -0.1374 4.7321  0.48
69 H 0.3824 -1.1567 2.6253  -0.03
70 C 4.2311 -1.8420 2.5209  -1.30
71 C 4.0287 -0.8653 1.2955  0.72
72 O 4.1240 0.5012 1.7568  -0.62
73 H 3.6538 -1.5100 3.3729  0.14
74 H 5.2776 -1.7698 2.8281  0.41
75 H 4.0492 -2.8944 2.2938  0.33
76 H 3.0288 -1.0254 0.8867  -0.48
77 H 4.8206 -1.0958 0.5570  0.44
78 H 4.5142 1.0120 1.0296  0.32
79 C 5.3671 0.9906 -3.1615  -1.27
80 C 4.1993 1.5998 -2.4124  -0.02
81 O 3.9166 0.9908 -1.1535  -0.34
82 H 5.2603 -0.1185 -3.2419  0.29
83 H 6.3216 1.1971 -2.6628  0.30
84 H 5.4279 1.4042 -4.1832  0.38
85 H 3.3504 1.4945 -3.0914  0.06
86 H 4.3848 2.6631 -2.3057  0.33
87 H 3.0052 0.6759 -1.1211  0.19
88 C 0.1490 5.5374 2.8136  -1.19
89 C 0.3199 5.4765 1.3026  -0.19
90 O 0.5653 4.0912 0.9332  -0.29
91 H -0.6140 4.9276 3.2368  0.34
92 H -0.0906 6.5927 3.0580  0.36
93 H 1.1422 5.3383 3.2781  0.26
94 H 1.1705 6.0803 1.0533  0.31
95 H -0.5723 5.7654 0.8038  0.35
96 H 0.4366 3.9611 -0.0397  0.43



5.
Density functional theory data (ωB97M-V with the def2-TZVPD basis set) for C5H11N in the gas phase.

E_LUMO: 0.0444 hartree
multiplicity: 1
highest occupied orbital energy: -9.08 eV
structure (SMILES): CC[C@H]1CN1C
energy above the lowest of the compared OMol25 structures with the same formula, charge and spin: 27.7 kcal/mol

Last column: Mulliken charge in e.
Atoms and positions in Å:
1 C 2.3838 -0.6203 0.0942  -1.11
2 C 1.2066 -0.1478 -0.7583  -0.55
3 C -0.0604 -0.0924 0.0609  0.07
4 C -0.5424 1.0962 0.8158  -0.44
5 N -1.1990 0.6655 -0.4079  -0.32
6 C -2.4753 -0.0118 -0.2646  -0.82
7 H 2.5881 0.0886 0.9047  0.30
8 H 2.1685 -1.5951 0.5500  0.31
9 H 3.2973 -0.7262 -0.4988  0.35
10 H 1.4116 0.8343 -1.2006  0.29
11 H 1.0482 -0.8401 -1.5967  0.24
12 H -0.3189 -1.0538 0.5168  0.26
13 H -0.0122 2.0457 0.7426  0.23
14 H -1.0530 0.9356 1.7679  0.29
15 H -2.4649 -0.7887 0.5248  0.33
16 H -2.7098 -0.4983 -1.2188  0.27
17 H -3.2683 0.7085 -0.0319  0.29



Result set for total energy: -8265.67675 -89987.95275 -7292.28570 -46010.24127 -6852.32690 eV, one per record in the order listed.